[1]
ORCA calculation (ωB97M-V with the def2-TZVPD basis set) on a cluster of 7 separate species, C19H55ClNO10P2S in total in a non-equilibrium geometry.

Each line ends with the Löwdin charge.
Geometry (Å):
C 1.258428 -2.608072 1.524116  -0.13
S 0.071846 -1.362906 2.091173  0.54
O -1.077243 -1.935661 2.834285  -0.32
O 0.815884 -0.463191 3.027708  -0.37
P -0.620301 -0.046716 0.537052  0.89
C -1.731840 -0.815966 -0.720060  -0.27
C -1.326985 -2.259961 -1.150771  -0.26
C -0.833809 -2.316534 -2.632737  -0.53
Cl 0.725120 -3.256439 -2.730936  0.57
C 0.801549 0.899799 -0.225161  -0.21
C 1.268225 0.293371 -1.596064  -0.38
O 0.749663 1.057079 -2.680089  -0.04
C 2.843438 0.429973 -1.648660  -0.19
N 3.430940 -0.771876 -1.010286  0.04
P -1.857578 1.468204 1.591420  0.66
O -2.973142 0.677847 2.249493  -0.47
H 1.736329 -2.991278 2.439750  0.09
H 2.045041 -2.208644 0.870779  0.05
H 0.795189 -3.475882 1.031879  0.08
H -2.754037 -0.813881 -0.307281  0.10
H -1.751168 -0.147352 -1.605275  0.09
H -2.248026 -2.862272 -1.111009  0.12
H -0.597601 -2.756197 -0.502840  0.06
H -1.566338 -2.752444 -3.314426  0.09
H -0.623848 -1.287475 -2.939392  0.03
H 1.659495 0.971824 0.460391  0.10
H 0.377923 1.895587 -0.456415  0.09
H 1.047926 -0.775903 -1.707092  0.08
H 0.876849 1.989901 -2.488380  0.06
H 3.188573 1.326807 -1.087717  0.10
H 3.200232 0.451143 -2.684043  0.12
H 3.226863 -0.703310 -0.018758  0.02
H 3.029494 -1.620552 -1.389990  0.05
H -2.321549 2.316933 0.550273  0.02
H -1.021657 2.125343 2.535028  0.03
C -4.722438 -1.107786 4.643016  -0.09
C -6.182298 -0.784774 4.387679  -0.32
O -6.906284 -0.682495 5.610638  -0.08
H -4.630109 -2.044517 5.196311  0.07
H -4.172150 -1.196283 3.704479  0.05
H -4.253510 -0.329224 5.249846  0.08
H -6.651552 -1.573537 3.798174  0.10
H -6.279459 0.158183 3.838796  0.11
H -6.505315 0.017642 6.129694  0.08
C -5.396333 -4.870398 3.586314  -0.10
C -6.191394 -5.568718 4.673846  -0.32
O -6.280425 -4.755386 5.839994  -0.08
H -4.391892 -4.633611 3.941826  0.07
H -5.315839 -5.495177 2.693925  0.07
H -5.871010 -3.924828 3.310320  0.06
H -5.705735 -6.500400 4.962531  0.11
H -7.203011 -5.802120 4.325295  0.11
H -6.719005 -3.935292 5.596772  0.07
C 5.763148 0.036590 3.301476  -0.08
C 4.902914 -0.377756 2.124331  -0.32
O 4.085402 -1.502051 2.460960  -0.10
H 6.399330 -0.790867 3.616959  0.08
H 6.395164 0.887968 3.044250  0.08
H 5.141507 0.309706 4.157989  0.08
H 5.524967 -0.668296 1.278823  0.11
H 4.256820 0.451492 1.807917  0.10
H 3.528352 -1.241634 3.201903  0.07
C -1.016127 0.505259 -6.351925  -0.08
C -2.202221 0.477521 -5.407991  -0.29
O -1.767845 0.326063 -4.052161  -0.12
H -0.432643 -0.412126 -6.259455  0.08
H -1.342881 0.610913 -7.387098  0.08
H -0.348775 1.336343 -6.109854  0.07
H -2.854902 -0.363812 -5.638584  0.11
H -2.786747 1.398446 -5.492364  0.11
H -1.196464 1.073218 -3.841260  0.05
C 0.658682 6.565716 -2.505507  -0.08
C 0.936930 5.245686 -3.196138  -0.29
O 0.406776 4.151384 -2.436309  -0.11
H 1.097378 6.574146 -1.506561  0.08
H 1.069011 7.399100 -3.076241  0.08
H -0.416792 6.721062 -2.386478  0.08
H 2.009543 5.084492 -3.295054  0.11
H 0.493372 5.229972 -4.195594  0.11
H -0.540782 4.285953 -2.356658  0.08
C 7.059445 2.179997 -2.190304  -0.08
C 5.593801 2.500667 -2.407150  -0.31
O 4.905210 2.606154 -1.157753  -0.11
H 7.167109 1.245070 -1.638514  0.08
H 7.585459 2.089388 -3.141592  0.08
H 7.542282 2.961288 -1.598137  0.08
H 5.112475 1.709616 -2.980649  0.10
H 5.480509 3.441389 -2.955155  0.11
H 5.324468 3.309365 -0.655542  0.08

Cartesian forces, eV/Å:
-0.1 -0.6 -0.6
0.0 -0.6 6.5
1.7 0.4 -3.0
-0.6 -0.7 -3.0
0.4 1.2 -1.7
0.1 -0.2 0.1
-0.7 -0.4 -0.9
0.6 0.5 0.9
-0.6 0.3 -0.1
-0.5 -1.1 -0.6
1.9 1.7 -0.3
-1.0 -0.9 0.3
-0.5 -1.4 0.8
0.0 1.1 0.2
-2.8 -2.1 2.4
1.6 1.4 -1.2
-0.3 0.5 0.0
-0.3 0.3 0.3
-0.3 0.5 0.1
0.4 0.1 0.2
0.2 -0.1 0.4
0.4 0.1 0.3
-0.2 0.3 -0.1
0.3 -0.1 0.2
0.1 -0.5 -0.4
-0.6 0.0 0.1
0.3 -0.2 0.4
-0.3 0.4 -0.2
0.2 0.6 -0.1
-0.2 -0.5 -0.7
-0.4 0.2 0.2
0.3 -0.4 0.1
0.0 -0.1 0.0
0.7 0.1 0.1
0.1 0.1 -0.8
0.0 -0.2 0.0
0.2 0.3 0.3
-0.2 -0.3 -0.2
0.0 0.0 -0.1
0.0 0.1 0.1
0.0 0.1 -0.1
-0.1 0.0 0.1
0.0 -0.1 -0.2
0.0 0.1 0.1
0.1 0.0 0.0
-0.2 0.4 0.0
0.2 -0.3 0.0
0.0 -0.1 0.0
0.0 0.0 0.0
-0.1 -0.1 -0.1
0.0 0.1 0.1
0.1 -0.1 -0.1
-0.1 0.1 0.1
0.0 0.0 0.0
0.0 0.1 0.3
-0.1 -0.1 -0.4
0.0 0.0 -0.1
0.0 0.0 0.0
0.0 0.1 0.0
-0.1 -0.1 0.0
0.1 0.1 -0.1
0.0 0.0 0.1
0.0 0.0 0.0
0.2 0.2 -0.1
-0.3 0.0 0.2
-0.1 0.0 0.0
0.0 0.0 0.0
-0.1 0.0 -0.1
0.0 0.0 0.2
-0.1 -0.1 -0.1
0.2 -0.1 0.0
0.0 -0.1 0.1
-0.2 0.3 0.0
0.2 -0.5 0.1
0.1 0.0 -0.1
0.0 0.0 0.0
0.0 0.1 -0.1
-0.1 -0.2 0.1
0.1 0.0 0.0
-0.1 0.1 0.0
0.0 -0.1 0.0
0.3 0.2 0.2
-0.2 0.0 -0.1
0.0 0.0 -0.1
0.0 0.0 0.0
0.0 0.0 -0.1
-0.1 0.0 0.1
0.0 -0.1 -0.1
0.1 0.1 0.1

Output
HOMO level = -11.416 eV
Charge = +1
DFT total energy = -84485.3664 eV

[2]
ORCA calculation (ωB97M-V with the def2-TZVPD basis set) on a structure of composition C18H28CoN3O9 in a non-equilibrium geometry.

Each line ends with the Löwdin charge.
Geometry (Å):
Co -0.560600 -0.154900 0.264200  0.50
C -0.479400 2.141200 2.978100  -0.09
O -0.802800 2.049800 1.612700  -0.22
C -0.213000 3.077600 0.843300  -0.19
C -0.840000 3.007000 -0.547100  -0.17
O -0.656500 1.764500 -1.186200  -0.17
C 0.326400 1.671200 -2.191300  -0.17
C 1.691400 1.226300 -1.676800  -0.19
O 1.532600 -0.079300 -1.168700  -0.22
C 2.756800 -0.729700 -0.952900  -0.09
H -0.900200 3.062000 3.403800  0.09
H 0.602400 2.140100 3.144700  0.08
H -0.921100 1.275900 3.467300  0.10
H 0.874300 2.932600 0.811400  0.10
H -0.446100 4.059100 1.289900  0.13
H -0.460200 3.826900 -1.171700  0.12
H -1.928400 3.117400 -0.433000  0.13
H 0.415000 2.616300 -2.741900  0.12
H -0.039900 0.876200 -2.849300  0.12
H 2.080700 1.882300 -0.886900  0.11
H 2.398200 1.222400 -2.522600  0.13
H 3.269500 -0.916100 -1.907600  0.09
H 2.531000 -1.674800 -0.466900  0.10
H 3.420000 -0.138400 -0.313600  0.09
C -1.484100 -4.316900 1.407500  -0.02
C -1.139100 -2.980500 0.820400  -0.29
N -0.784300 -1.954200 1.525000  -0.04
O -0.592400 -2.083300 2.897800  -0.06
C -1.197500 -2.716900 -0.576600  -0.30
C -1.518000 -3.740700 -1.629900  -0.05
N -0.869500 -1.495600 -0.959200  -0.21
O -0.878400 -1.149500 -2.176600  -0.12
H -1.273900 -4.304000 2.473800  0.06
H -0.903000 -5.105400 0.936500  0.08
H -2.543500 -4.525400 1.261900  0.08
H 0.049900 -1.363700 3.048300  0.07
H -2.083500 -4.578100 -1.233000  0.06
H -0.593100 -4.109600 -2.076300  0.07
H -2.088200 -3.254900 -2.421900  0.07
C -2.571400 0.039800 0.354800  -0.13
H -2.876500 0.547900 -0.559600  -0.01
H -2.796300 0.668500 1.212400  -0.02
H -3.129400 -0.888800 0.442000  -0.01
O 2.374700 1.612300 1.292700  0.00
C 2.090200 0.539300 1.834600  -0.63
O 1.027100 -0.131600 1.688300  -0.07
C 3.099000 -0.055500 2.793700  -0.10
C 3.134700 -1.428900 3.048100  0.01
C 4.090800 -1.949200 3.909500  -0.06
C 5.001900 -1.120700 4.526400  0.00
C 4.963900 0.259600 4.278200  -0.17
C 4.012100 0.783700 3.400500  0.08
N 5.879200 1.104500 4.914000  -0.33
O 5.818800 2.331800 4.701400  0.06
O 6.724600 0.595100 5.680300  0.04
H 2.420200 -2.076900 2.561300  0.12
H 4.117900 -3.015500 4.093100  0.11
H 5.756800 -1.492800 5.200700  0.11
H 3.998200 1.843500 3.197600  0.13

Cartesian forces, eV/Å:
-1.5 0.2 1.0
0.0 0.0 0.0
0.1 0.1 -0.1
0.0 0.1 -0.4
-0.2 0.2 0.4
0.2 0.0 0.2
0.4 -0.4 -0.3
-0.3 0.3 -0.1
0.3 0.1 -0.1
0.0 0.0 0.0
0.0 0.0 0.0
0.0 0.0 0.0
0.0 0.0 0.0
-0.2 0.1 0.0
0.0 0.0 -0.1
0.0 0.0 0.0
0.2 0.1 0.0
0.0 0.0 0.1
0.1 0.2 0.0
0.0 0.0 -0.2
-0.1 0.0 0.0
0.0 0.0 0.0
0.0 -0.1 0.0
0.0 0.0 0.0
0.1 0.2 0.1
0.2 0.6 1.6
0.1 -0.2 -0.5
0.0 -0.4 0.2
0.0 -0.1 -1.5
0.0 0.4 0.3
-0.5 0.0 -0.2
-0.1 -0.6 -0.7
0.0 0.0 0.0
0.0 -0.1 -0.1
-0.1 -0.1 0.0
-0.2 -0.1 -0.3
0.0 -0.1 0.1
0.0 -0.2 -0.2
0.0 0.0 0.0
0.7 0.0 -0.2
-0.1 0.1 -0.1
-0.1 0.1 0.2
0.0 -0.3 0.0
0.4 0.1 0.2
-0.6 -0.2 -0.1
1.0 0.1 0.5
0.0 -0.3 0.0
0.1 0.4 0.0
-0.1 -0.2 -0.1
0.4 0.7 0.2
-1.8 -1.7 -1.2
0.6 0.1 0.4
2.3 2.1 1.6
0.1 -1.9 0.3
-1.2 0.8 -1.1
-0.1 0.0 0.0
0.0 0.0 0.0
0.0 -0.1 0.0
-0.1 0.0 -0.1

Output
HOMO level (spin up / spin down) = -3.515 / -3.696 eV
Charge = -1
DFT total energy = -79639.0354 eV
2S+1 = 2